No. 1
{"formula": "C18H17N7O2PdS3", "method": "ωB97M-V with the def2-TZVPD basis set", "symbols": ["Pd", "N", "C", "C", "C", "C", "C", "C", "S", "O", "O", "N", "C", "N", "C", "C", "C", "N", "H", "H", "H", "H", "H", "H", "H", "H", "H", "N", "C", "S", "N", "C", "C", "C", "C", "C", "C", "H", "H", "H", "H", "H", "H", "H", "H", "S", "C", "N"], "positions_angstrom": [[-2.1067, 2.4046, -0.5520], [5.3185, -2.4274, 0.5558], [4.4111, -1.4088, 0.1861], [3.3013, -1.7084, -0.5996], [2.4287, -0.7053, -0.9868], [2.6521, 0.6077, -0.5929], [3.7562, 0.9116, 0.1858], [4.6370, -0.0905, 0.5666], [1.4901, 1.8645, -1.0752], [2.1410, 3.1309, -0.8551], [1.1148, 1.5267, -2.4319], [0.2004, 1.5783, -0.1815], [0.2632, 1.6479, 1.1739], [-0.8921, 1.2841, 1.7832], [-0.9670, 1.4409, 3.0871], [0.0938, 1.9077, 3.8556], [1.2632, 2.1448, 3.1543], [1.3750, 2.0154, 1.8418], [4.8764, -3.3330, 0.6147], [5.7966, -2.2251, 1.4213], [3.1176, -2.7322, -0.9072], [1.5610, -0.9344, -1.5916], [3.9035, 1.9367, 0.4938], [5.5025, 0.1522, 1.1745], [-1.9164, 1.1737, 3.5451], [0.0172, 2.0519, 4.9233], [2.1648, 2.4605, 3.6756], [-1.9301, 0.5457, -2.7543], [-2.5297, 0.6715, -1.4535], [-4.1124, 1.3967, -1.3145], [-2.1502, -0.4495, -0.6322], [-2.5973, -1.7239, -0.8013], [-3.3849, -2.1123, -1.9006], [-3.7974, -3.4253, -2.0312], [-3.4642, -4.3998, -1.0944], [-2.6940, -4.0168, -0.0018], [-2.2653, -2.7109, 0.1456], [-2.2010, 1.3545, -3.3012], [-0.9181, 0.5835, -2.6368], [-1.7935, -0.1821, 0.2754], [-3.6479, -1.3684, -2.6380], [-4.4011, -3.6943, -2.8919], [-3.7971, -5.4235, -1.2111], [-2.4192, -4.7481, 0.7515], [-1.6587, -2.4269, 0.9987], [-1.8049, 7.3153, -0.0719], [-1.9199, 5.6470, 0.0032], [-2.0166, 4.4923, 0.0956]], "atomic_forces_ev_per_a": [[-0.2, -0.1, -0.3], [0.0, 0.0, 0.0], [0.0, 0.0, 0.0], [0.0, 0.0, 0.0], [0.0, 0.0, 0.0], [0.1, -0.2, 0.0], [0.0, 0.0, 0.0], [0.0, 0.1, 0.0], [-0.1, 0.0, 0.0], [0.0, 0.0, -0.1], [0.0, 0.1, -0.1], [-0.1, 0.3, 0.5], [0.0, -0.1, -0.4], [-0.1, -0.1, 0.2], [0.0, 0.0, 0.0], [0.0, 0.0, 0.0], [0.0, 0.0, 0.0], [0.0, 0.0, 0.1], [0.0, 0.0, 0.0], [0.0, 0.0, 0.0], [0.0, 0.0, 0.0], [0.0, 0.0, 0.0], [0.0, 0.0, 0.0], [0.0, 0.0, 0.0], [0.0, 0.0, 0.0], [0.0, 0.0, 0.0], [0.0, 0.0, 0.0], [0.0, 0.1, 0.1], [-0.1, 0.0, 0.0], [0.3, 0.0, 0.0], [0.0, 0.1, 0.0], [0.0, 0.0, 0.0], [0.0, 0.0, 0.0], [0.0, 0.0, -0.1], [0.0, 0.1, 0.0], [0.0, 0.0, 0.0], [0.0, 0.0, 0.0], [0.0, 0.0, 0.0], [0.0, 0.0, 0.0], [0.0, 0.0, 0.0], [0.0, 0.0, 0.0], [0.0, 0.0, 0.0], [0.0, 0.0, 0.0], [0.0, 0.0, 0.0], [0.0, 0.0, 0.0], [-0.1, -0.5, 0.0], [0.0, 0.6, 0.2], [0.1, -0.2, -0.2]], "mulliken_charge": [-0.10, -0.66, 1.12, -0.76, -0.39, -0.35, -0.23, -0.70, 1.10, -0.74, -0.81, -0.04, 0.43, -0.27, -0.34, -0.73, -0.14, -0.44, 0.23, 0.23, 0.27, 0.41, 0.45, 0.25, 0.41, 0.36, 0.36, -0.59, 0.17, -0.42, 0.34, 0.83, -0.40, -0.56, -0.54, -0.38, -0.63, 0.27, 0.26, -0.10, 0.34, 0.32, 0.35, 0.33, 0.37, -0.55, 0.18, -0.51], "orbital_gap_ev": 5.95, "molar_mass_g_mol": 566.00, "charge": -2, "relative_energy_ev": 0.000}

No. 2
{"formula": "C18H18BF12N3O9P", "method": "ωB97M-V with the def2-TZVPD basis set", "symbols": ["C", "C", "C", "O", "O", "C", "C", "C", "C", "C", "C", "C", "C", "N", "O", "N", "O", "C", "C", "N", "B", "O", "O", "C", "O", "C", "F", "F", "C", "F", "F", "C", "F", "F", "C", "O", "O", "H", "H", "H", "H", "H", "H", "H", "H", "H", "H", "H", "H", "H", "H", "H", "H", "H", "H", "F", "P", "F", "F", "F", "F", "F"], "positions_angstrom": [[-2.0094, -1.6734, 1.2823], [-2.1266, -2.9947, 1.3862], [-0.9673, -3.9126, 1.3615], [-1.0866, -5.1009, 1.2358], [0.2499, -3.3028, 1.4638], [1.3116, -3.9933, 0.8069], [1.2948, -3.8641, -0.7229], [0.8300, -2.5015, -1.2436], [1.9984, -1.5303, -1.4662], [1.5833, -0.0720, -1.2254], [2.7977, 0.8381, -1.4004], [2.6023, 2.2981, -0.9247], [3.8026, 3.0225, -1.4365], [4.7132, 3.5777, -1.8556], [1.4576, 2.8848, -1.5347], [1.7753, 3.3035, -2.9119], [1.2718, 4.3089, -3.1496], [2.5630, 2.5073, 0.6359], [2.8525, 1.2500, 1.3283], [3.0971, 0.2671, 1.8638], [3.7391, 3.5640, 1.0643], [4.8953, 3.0444, 1.5798], [3.5398, 4.9064, 0.8723], [1.3142, 3.0598, 1.3793], [1.5206, 3.7007, 2.3691], [-0.1941, 2.7495, 1.1170], [-0.3916, 1.6867, 0.3112], [-0.6861, 2.4240, 2.3344], [-1.0346, 3.9816, 0.6275], [-1.2743, 4.7434, 1.7215], [-0.3548, 4.7471, -0.2406], [-2.4406, 3.5506, 0.0846], [-2.9253, 2.5905, 0.8729], [-3.2471, 4.6456, 0.2022], [-2.5775, 3.0930, -1.3837], [-3.2725, 2.1586, -1.6496], [-1.9547, 3.8437, -2.2808], [-1.0394, -1.2040, 1.4085], [-2.8669, -1.0520, 1.0608], [-3.1058, -3.4398, 1.5331], [1.3052, -5.0502, 1.0723], [2.2353, -3.5767, 1.2117], [2.3293, -4.0138, -1.0481], [0.7196, -4.6857, -1.1501], [0.0962, -2.0527, -0.5789], [0.3159, -2.6623, -2.1952], [2.7506, -1.7526, -0.7008], [2.4403, -1.6570, -2.4561], [1.2205, -0.0396, -0.2003], [0.8016, 0.2188, -1.9264], [2.9933, 0.9238, -2.4740], [3.7064, 0.4178, -0.9688], [5.2363, 3.6215, 2.2759], [3.5694, 5.4335, 1.6784], [-2.1068, 3.4303, -3.1472], [-5.4699, -6.7162, 0.7239], [-6.1434, -5.2207, 0.6031], [-6.1373, -5.5095, -1.0252], [-4.7055, -4.8236, 1.3362], [-7.5884, -6.0180, 0.5909], [-6.0954, -3.6635, 0.0382], [-6.8325, -4.5534, 1.9464]], "atomic_forces_ev_per_a": [[0.3, -0.2, 0.0], [-0.3, 0.5, 0.6], [-0.2, -0.2, 0.5], [0.2, -0.1, -0.2], [-0.2, 0.1, -0.5], [0.6, -0.2, 0.1], [0.0, 0.0, 0.2], [0.1, -0.2, -0.7], [-0.4, 0.2, 0.7], [0.7, -0.4, 0.0], [-0.5, 0.3, -0.5], [0.4, -0.7, -0.7], [-0.2, 0.0, 0.2], [0.2, 0.1, 0.0], [-0.3, 0.5, 0.7], [0.2, 0.3, -0.2], [-0.3, -0.4, 0.0], [0.0, 0.0, -0.2], [-0.1, 0.0, -0.2], [0.0, -0.2, 0.2], [0.5, 0.2, 0.2], [-0.9, 0.0, 0.6], [-0.5, -0.2, 0.2], [0.0, 0.2, -0.2], [0.1, 0.1, 0.1], [-0.1, -0.1, 0.4], [0.2, 0.3, -0.3], [0.1, -0.1, -0.2], [-0.2, -0.1, 0.6], [0.1, -0.1, -0.2], [-0.1, -0.3, -0.1], [0.1, 0.7, -0.2], [0.0, 0.1, 0.0], [0.2, -0.1, -0.1], [-0.5, -0.8, 0.0], [0.2, 0.0, 0.0], [0.5, 0.3, 0.0], [0.0, 0.1, -0.5], [-0.1, 0.1, 0.5], [0.1, -0.3, -0.7], [-0.1, 0.0, 0.1], [-0.2, 0.2, 0.1], [0.0, -0.2, -0.1], [-0.2, 0.1, 0.0], [0.0, 0.0, 0.1], [-0.1, 0.1, 0.0], [0.2, 0.0, -0.2], [0.1, -0.1, 0.0], [-0.3, 0.2, -0.1], [-0.2, 0.1, 0.2], [0.1, 0.0, 0.0], [-0.1, 0.0, 0.2], [0.5, 0.0, -0.4], [0.1, 0.1, -0.2], [-0.1, 0.1, 0.1], [-0.5, -0.1, 0.8], [0.0, 0.1, -0.2], [0.8, -0.1, 0.2], [0.2, 0.2, -0.8], [-0.2, 0.6, -0.6], [-0.9, 0.0, 0.2], [0.5, -0.6, 0.4]], "mulliken_charge": [-0.75, -0.24, 0.51, -0.56, -0.38, -0.63, -1.04, -0.08, -1.02, 0.01, -2.03, 2.09, -0.43, -0.57, -0.27, 0.14, -0.28, 1.69, -0.70, -0.64, 0.83, -0.61, -0.59, -0.64, -0.56, 1.11, -0.27, -0.31, 0.48, -0.33, -0.24, 0.97, -0.22, -0.32, 0.15, -0.50, -0.42, 0.36, 0.33, 0.55, 0.37, 0.45, 0.42, 0.44, -0.04, 0.44, 0.45, 0.27, 0.20, 0.30, 0.68, 0.44, 0.30, 0.32, 0.37, -0.34, 1.02, -0.34, -0.34, -0.34, -0.33, -0.35], "orbital_gap_ev": 7.92, "molar_mass_g_mol": 690.12, "charge": -1}

No. 3
{"formula": "C18H18BF2N4Zr", "method": "ωB97M-V with the def2-TZVPD basis set", "symbols": ["Zr", "C", "N", "C", "C", "C", "C", "C", "C", "N", "C", "C", "C", "C", "C", "C", "N", "C", "C", "C", "C", "C", "N", "H", "H", "H", "H", "H", "H", "H", "H", "H", "H", "H", "H", "H", "H", "H", "H", "H", "H", "F", "B", "F"], "positions_angstrom": [[0.2570, 0.1305, 0.0508], [-2.4588, -0.7477, 1.2920], [-1.8074, -1.0088, -0.0239], [-2.6245, -0.4609, -1.1373], [-2.4146, 1.0272, -1.2231], [-3.3389, 1.8889, -1.7632], [-3.0350, 3.2456, -1.8524], [-1.8102, 3.7099, -1.3860], [-0.9236, 2.8078, -0.8499], [-1.2118, 1.4778, -0.7662], [-1.5127, -2.4559, -0.2100], [-0.3499, -2.6334, -1.1552], [-0.1778, -3.7420, -1.9490], [0.9707, -3.8471, -2.7316], [1.9185, -2.8289, -2.7122], [1.6872, -1.7331, -1.9174], [0.5726, -1.6318, -1.1431], [-1.4445, -0.7591, 2.4086], [-1.7498, -1.1098, 3.7026], [-0.7681, -1.0057, 4.6857], [0.5095, -0.5649, 4.3506], [0.7689, -0.2446, 3.0409], [-0.1910, -0.3343, 2.0794], [-3.2605, -1.4659, 1.4797], [-2.9193, 0.2434, 1.2479], [-3.6798, -0.7119, -1.0076], [-2.2905, -0.9270, -2.0688], [-4.2911, 1.5142, -2.1155], [-3.7541, 3.9343, -2.2785], [-1.5464, 4.7573, -1.4356], [0.0423, 3.1238, -0.4742], [-2.3984, -2.9933, -0.5559], [-1.2430, -2.8761, 0.7633], [-0.9250, -4.5249, -1.9566], [1.1197, -4.7199, -3.3552], [2.8192, -2.8794, -3.3082], [2.3879, -0.9057, -1.8672], [-2.7459, -1.4549, 3.9477], [-0.9971, -1.2731, 5.7101], [1.2926, -0.4782, 5.0910], [1.7545, 0.0881, 2.7265], [3.2165, 0.4134, 0.2935], [2.3718, 1.4540, 0.0632], [2.7742, 2.6395, 0.4335]], "atomic_forces_ev_per_a": [[1.0, 0.1, -0.3], [0.0, 0.0, 0.0], [-0.1, 0.1, 0.1], [0.1, -0.1, 0.0], [0.0, 0.0, 0.0], [0.0, 0.0, 0.0], [0.0, 0.0, 0.0], [0.0, 0.0, 0.0], [0.0, 0.0, 0.0], [-0.2, 0.3, -0.2], [0.0, 0.0, 0.0], [-0.1, 0.0, 0.0], [0.0, 0.0, 0.0], [0.0, 0.0, 0.0], [0.0, 0.0, 0.0], [-0.1, 0.1, 0.1], [0.0, -0.2, -0.2], [0.0, 0.0, 0.0], [0.0, 0.0, 0.0], [0.0, 0.0, 0.0], [0.0, 0.0, 0.0], [0.0, 0.0, -0.1], [-0.1, -0.1, 0.4], [0.0, 0.0, 0.0], [0.0, 0.0, 0.0], [0.0, 0.0, 0.0], [0.0, 0.0, 0.0], [0.0, 0.0, 0.0], [0.0, 0.0, 0.0], [0.0, 0.0, 0.0], [0.0, 0.0, 0.0], [0.0, 0.0, 0.0], [0.0, 0.0, 0.0], [0.0, 0.0, 0.0], [0.0, 0.0, 0.0], [0.0, 0.0, 0.0], [0.0, 0.0, 0.0], [0.0, 0.0, 0.0], [0.0, 0.0, 0.0], [0.0, 0.0, 0.0], [0.0, 0.0, 0.0], [-0.2, 0.1, -0.2], [-0.3, -0.1, 0.8], [0.0, -0.1, -0.4]], "mulliken_charge": [0.86, -0.79, 0.27, -0.78, 0.47, -1.03, -0.22, -0.89, 0.02, 0.02, -0.81, 0.51, -1.00, -0.22, -0.89, 0.08, -0.10, 0.52, -1.02, -0.23, -0.87, 0.12, -0.09, 0.52, 0.44, 0.51, 0.47, 0.52, 0.48, 0.46, 0.47, 0.51, 0.45, 0.51, 0.48, 0.46, 0.46, 0.52, 0.48, 0.47, 0.44, -0.22, 0.75, -0.12], "orbital_gap_ev": 7.43, "molar_mass_g_mol": 430.40, "charge": 3}

No. 4
{"formula": "C18H18BrN3O2S", "method": "ωB97M-V with the def2-TZVPD basis set", "symbols": ["O", "O", "Br", "N", "S", "C", "C", "C", "C", "C", "C", "C", "C", "C", "C", "C", "N", "N", "C", "C", "C", "C", "C", "C", "C", "H", "H", "H", "H", "H", "H", "H", "H", "H", "H", "H", "H", "H", "H", "H", "H", "H", "H"], "positions_angstrom": [[-0.9673, 1.8526, -0.9094], [3.2250, -1.1563, -2.5568], [1.2886, -0.7136, -7.5654], [-0.7344, 0.6819, 0.7850], [1.4552, -0.6035, 0.1990], [-0.4827, 0.8147, -0.5461], [2.1283, -0.7811, -2.9962], [0.2287, -0.0888, 1.3286], [0.5212, -0.0676, -1.1292], [0.8843, -0.2175, -2.4397], [-1.0165, 0.2781, -6.2209], [-1.2523, 0.6063, -3.8981], [0.3090, -0.3117, -6.0391], [0.0672, -0.0005, -3.6646], [0.8037, -0.4306, -4.7593], [-1.7604, 0.8409, -5.1782], [2.0118, -0.8420, -4.4042], [0.3042, -0.2251, 2.7260], [-3.0009, 1.7529, -5.2256], [1.2020, -1.2223, 3.1523], [-0.8034, 0.4505, 3.5435], [0.8066, -1.8418, 4.4921], [-0.2325, 1.0726, 4.8018], [1.1584, -1.0028, 5.6191], [0.0743, 0.0864, 5.8848], [-1.4365, 0.2831, -7.1981], [-1.8563, 1.0213, -3.1022], [2.8156, -1.0075, -5.0386], [-2.7439, 2.7590, -4.8112], [-3.3178, 2.0194, -6.2441], [-3.8631, 1.2194, -4.7214], [1.1049, -2.0281, 2.3869], [2.2057, -0.8235, 3.1415], [-1.6326, -0.3644, 3.7250], [-1.2617, 1.2934, 2.9295], [1.3270, -2.7703, 4.5987], [-0.2903, -2.1529, 4.5042], [-0.9271, 1.8352, 5.2527], [0.7807, 1.6302, 4.5531], [2.1031, -0.4844, 5.5288], [1.2442, -1.6238, 6.4626], [-0.8943, -0.3638, 6.2259], [0.4245, 0.6260, 6.8074]], "atomic_forces_ev_per_a": [[-0.2, 1.0, -4.0], [-2.2, 0.9, 1.1], [0.4, -0.4, -0.3], [2.4, -4.0, 2.6], [1.5, -1.4, 0.7], [-2.0, 2.4, 2.1], [4.3, -1.7, -1.4], [-2.9, 2.8, 1.9], [1.4, -0.1, -2.0], [-1.7, 0.0, 0.0], [1.5, -0.4, 0.6], [2.2, -0.5, 0.7], [-3.5, 1.4, 0.1], [-3.4, 1.7, 0.4], [-1.6, 1.1, -1.8], [0.8, -0.4, 0.7], [2.0, -0.6, 1.2], [-2.1, 2.2, -3.5], [-0.1, -0.5, -0.6], [-0.5, -2.3, 0.1], [-0.7, -0.7, -1.2], [-0.8, -1.1, -1.9], [1.7, 1.3, 0.2], [-1.5, 2.5, 1.0], [0.2, -0.5, 2.5], [0.0, 0.2, -0.8], [0.4, -0.1, 0.5], [-1.0, 0.1, 1.0], [-0.3, -1.0, 0.3], [0.1, -0.5, 0.1], [0.9, 1.0, -0.3], [0.6, 0.3, 0.6], [0.6, -0.2, 0.3], [1.4, 1.7, -0.1], [0.8, -1.5, 0.4], [0.5, -0.7, -0.2], [1.2, 0.6, -0.1], [0.5, -0.6, -0.8], [-2.1, -0.8, 0.2], [0.5, 0.0, -0.4], [0.0, -0.6, 1.5], [0.7, -0.1, -0.4], [-0.3, -0.2, -0.8]], "mulliken_charge": [-0.61, -0.68, -0.21, -0.45, -0.22, -0.15, -0.14, 0.43, 1.06, 0.04, -0.59, -0.37, -0.22, 0.74, 0.10, 0.06, -0.04, 0.33, -1.35, -0.82, -0.51, -0.80, -0.52, -0.73, -0.64, 0.45, 0.42, 0.27, 0.31, 0.37, 0.31, 0.61, 0.38, 0.29, 0.36, 0.42, 0.28, 0.30, 0.24, 0.30, 0.38, 0.29, 0.31], "smiles": "Cc1cc(Br)c2c(c1)/C(=C1/SC(N3CCCCCC3)=NC1=O)C(=O)N2", "orbital_gap_ev": 6.79, "molar_mass_g_mol": 420.33, "charge": 0}

> Which formula does entry 1 have?

C18H17N7O2PdS3

> Number 1 is which compound?

C18H17N7O2PdS3